No. 1
This record from OMol25 describes C21H19ClN4ORhSSbSe4 as an isolated structure. The level of theory is wB97M-V/def2-TZVPD.

Geometry (Å):
1 Rh -1.807 0.552 -3.408
2 C 0.320 -1.350 7.992
3 C 0.685 -1.561 6.547
4 C 1.834 -2.252 6.182
5 C 2.170 -2.449 4.852
6 C 1.349 -1.975 3.833
7 N 1.711 -2.247 2.502
8 C 1.403 -1.564 1.321
9 O 1.481 -2.137 0.255
10 N 1.109 -0.243 1.484
11 C 0.552 0.649 0.536
12 C 0.290 1.948 0.978
13 C -0.253 2.862 0.112
14 C -0.527 2.456 -1.193
15 N -0.306 1.216 -1.605
16 C 0.230 0.314 -0.766
17 C 0.174 -1.306 4.185
18 C -0.132 -1.098 5.520
19 H 1.018 -1.866 8.651
20 H -0.682 -1.722 8.208
21 H 0.335 -0.290 8.255
22 H 2.493 -2.635 6.953
23 H 3.083 -2.973 4.594
24 H 2.185 -3.114 2.314
25 H 1.266 0.149 2.395
26 H 0.502 2.220 2.009
27 H -0.525 3.866 0.411
28 H -0.977 3.152 -1.891
29 H 0.380 -0.684 -1.150
30 H -0.525 -0.990 3.424
31 H -1.049 -0.574 5.765
32 Se -5.717 3.171 -0.521
33 Sb -4.441 3.998 -2.383
34 Se -3.785 1.682 -3.672
35 Se -5.621 4.606 -4.391
36 Se -2.475 5.345 -1.871
37 S -2.358 -1.494 -2.483
38 C -3.018 -2.439 -3.753
39 N -3.452 -3.123 -4.580
40 Cl 0.008 2.730 -5.493
41 C 0.790 1.270 -4.975
42 C 2.108 1.362 -4.560
43 C 2.766 0.236 -4.079
44 C 2.100 -0.980 -4.026
45 C 0.786 -1.058 -4.464
46 C 0.087 0.057 -4.939
47 C -1.355 -0.068 -5.271
48 H 2.599 2.324 -4.595
49 H 3.790 0.316 -3.736
50 H 2.590 -1.863 -3.638
51 H 0.251 -1.999 -4.411
52 H -1.699 -1.084 -5.439
53 H -1.743 0.654 -5.984

- net charge = -2
- HOMO (alpha / beta) (eV) = -1.535 / -1.541
- energy relative to the best compared isomer or geometry (same formula, charge and spin) (eV) = 2.1835
- multiplicity = 1
- energy (Eh) = -11920.9540

=====

No. 2
This record from OMol25 describes C21H19ClN4ORhSSbSe4 as an isolated structure. The level of theory is wB97M-V/def2-TZVPD.

Geometry (Å):
1 Rh 1.104 3.755 -1.368
2 C -0.335 -7.787 0.363
3 C -0.742 -6.380 0.706
4 C -1.841 -6.119 1.514
5 C -2.218 -4.821 1.820
6 C -1.488 -3.734 1.338
7 N -1.881 -2.442 1.706
8 C -1.703 -1.218 1.064
9 O -1.842 -0.185 1.684
10 N -1.430 -1.321 -0.269
11 C -1.157 -0.273 -1.171
12 C -1.267 -0.542 -2.532
13 C -0.948 0.442 -3.443
14 C -0.517 1.670 -2.969
15 N -0.400 1.916 -1.669
16 C -0.716 0.983 -0.776
17 C -0.365 -3.987 0.549
18 C -0.016 -5.290 0.234
19 H -1.050 -8.508 0.759
20 H 0.647 -8.026 0.776
21 H -0.278 -7.929 -0.718
22 H -2.427 -6.944 1.904
23 H -3.092 -4.640 2.434
24 H -2.319 -2.327 2.605
25 H -1.588 -2.220 -0.694
26 H -1.587 -1.524 -2.866
27 H -1.002 0.262 -4.507
28 H -0.257 2.481 -3.640
29 H -0.579 1.233 0.266
30 H 0.256 -3.169 0.207
31 H 0.860 -5.456 -0.383
32 Se 0.671 6.389 -5.892
33 Sb 0.969 6.567 -3.493
34 Se 2.726 4.939 -2.651
35 Se 1.254 8.777 -2.543
36 Se -0.708 5.204 -2.200
37 S 2.708 1.991 -0.698
38 C 2.681 0.979 -2.026
39 N 2.641 0.222 -2.906
40 Cl -1.432 4.102 1.305
41 C 0.069 3.475 1.925
42 C -0.005 2.503 2.908
43 C 1.157 1.993 3.461
44 C 2.386 2.470 3.026
45 C 2.445 3.426 2.032
46 C 1.291 3.952 1.425
47 C 1.418 4.889 0.289
48 H -0.977 2.144 3.220
49 H 1.099 1.224 4.222
50 H 3.304 2.077 3.447
51 H 3.405 3.769 1.665
52 H 2.413 5.333 0.275
53 H 0.664 5.676 0.285

- net charge = -2
- HOMO (eV) = -1.459
- energy relative to the best compared isomer or geometry (same formula, charge and spin) (eV) = 0.0000
- multiplicity = 1
- energy (Eh) = -11921.0342

=====

- Which of these has the lowest energy relative to the best compared isomer or geometry (same formula, charge and spin)?
  number 2

=====

- Look up the energy relative to the best compared isomer or geometry (same formula, charge and spin) of the second one.
  0.0000 eV

=====

- Number 2 is which compound?
  C21H19ClN4ORhSSbSe4